The following is a DFT calculation (ωB97M-V/def2-TZVPD) of the molecule C5H7NOS in a non-equilibrium geometry.

Each line ends with the Mulliken charge.
Positions of all 15 atoms, in Å:
C  1.396  2.252  0.204  -0.861
C  0.564  1.246  -0.115  -0.014
C  0.834  -0.196  -0.189  0.488
S  2.312  -0.866  0.044  -0.235
C  -0.384  -1.054  -0.460  -0.827
N  -1.520  -0.978  0.450  -0.131
C  -2.542  -0.061  0.423  0.020
O  -2.908  0.615  -0.504  -0.508
H  2.432  2.083  0.409  0.291
H  1.059  3.256  0.223  0.286
H  -0.491  1.497  -0.406  0.194
H  -0.117  -2.124  -0.585  0.371
H  -0.762  -0.693  -1.440  0.346
H  -1.289  -1.271  1.402  0.260
H  -3.123  -0.092  1.385  0.319

Results
- energy above the lowest of the compared OMol25 structures with the same formula, charge and spin (eV) = 1.445
- HOMO-LUMO gap (Eh) = 0.2916
- SMILES = C=CC(=S)CNC=O
- E_tot (eV) = -19670.1577

=====

The following is a DFT calculation (ωB97M-V/def2-TZVPD) of the molecule C24H36N2O4.

Each line ends with the Mulliken charge.
Positions of all 66 atoms, in Å:
C  0.893  7.323  -1.787  -0.719
O  1.433  6.294  -2.590  -0.310
C  1.107  6.395  -3.956  -0.518
C  -0.376  6.112  -4.280  -0.976
C  -1.037  5.193  -3.256  0.979
O  -1.854  5.646  -2.472  -0.680
N  -0.725  3.880  -3.272  0.053
C  0.314  3.236  -4.036  -1.077
C  1.518  2.949  -3.134  -0.866
C  1.088  2.064  -1.960  -0.009
O  0.730  0.803  -2.507  -0.363
C  0.647  -0.297  -1.718  0.756
C  0.927  -0.346  -0.356  -0.744
C  0.827  -1.544  0.330  -0.767
C  0.442  -2.712  -0.316  0.918
C  0.289  -4.023  0.376  0.449
O  -0.512  -4.862  0.010  -0.674
N  1.132  -4.221  1.419  -0.136
C  1.064  -5.386  2.269  -1.059
C  0.605  -5.033  3.686  -0.400
C  -0.814  -4.467  3.680  -0.678
C  -1.414  -4.160  5.053  0.296
C  -0.596  -3.232  5.953  -0.798
C  -1.315  -3.339  7.297  -0.677
C  -1.811  -4.795  7.371  -0.557
C  -1.640  -5.376  5.957  -0.860
C  0.137  -2.650  -1.676  -0.773
C  0.245  -1.468  -2.369  -0.611
C  -0.091  2.717  -1.224  -0.682
C  -1.219  3.032  -2.206  -1.124
H  -0.196  7.259  -1.724  0.306
H  1.178  8.308  -2.175  0.317
H  1.321  7.188  -0.795  0.212
H  1.369  7.396  -4.331  0.449
H  1.759  5.668  -4.447  0.265
H  -0.462  5.701  -5.285  0.468
H  -0.943  7.043  -4.243  0.335
H  -0.081  2.285  -4.409  0.501
H  0.608  3.845  -4.888  0.349
H  1.911  3.886  -2.739  0.391
H  2.295  2.441  -3.705  0.447
H  1.940  1.942  -1.276  0.382
H  1.222  0.538  0.187  0.339
H  1.023  -1.541  1.394  0.336
H  1.784  -3.498  1.675  0.197
H  0.353  -6.068  1.798  0.406
H  2.049  -5.865  2.304  0.373
H  1.300  -4.306  4.112  0.275
H  0.650  -5.940  4.290  0.220
H  -1.469  -5.177  3.171  0.364
H  -0.820  -3.546  3.091  0.232
H  -2.386  -3.683  4.880  0.310
H  -0.559  -2.209  5.580  0.334
H  0.423  -3.606  6.050  0.340
H  -0.663  -3.086  8.132  0.369
H  -2.163  -2.653  7.315  0.309
H  -2.854  -4.828  7.683  0.239
H  -1.235  -5.369  8.096  0.328
H  -2.505  -5.959  5.644  0.390
H  -0.768  -6.029  5.927  0.203
H  -0.185  -3.553  -2.171  0.428
H  0.022  -1.416  -3.423  0.423
H  0.257  3.642  -0.764  0.449
H  -0.468  2.054  -0.444  0.500
H  -1.602  2.104  -2.644  0.366
H  -2.030  3.559  -1.702  0.458

Results
- energy above the lowest of the compared OMol25 structures with the same formula, charge and spin (eV) = 0.062
- HOMO-LUMO gap (Eh) = 0.3435
- SMILES = COCCC(=O)N1CCC(Oc2ccc(C(=O)NCCCC3CCCC3)cc2)CC1
- E_tot (eV) = -36643.4311

=====

The following is a DFT calculation (ωB97M-V/def2-TZVPD) of a structure of composition C26H44N7O4SSi2V.

Each line ends with the Mulliken charge.
Positions of all 85 atoms, in Å:
V  0.259  0.318  0.356  -1.489
N  1.707  -1.640  2.070  -0.405
N  2.262  -0.806  3.037  -0.383
C  1.790  0.426  3.203  0.567
N  2.087  1.097  4.300  -0.349
N  1.036  0.942  2.197  -0.016
N  0.082  1.853  2.479  0.948
O  -0.744  1.836  1.527  -0.603
O  0.037  2.578  3.413  -0.710
H  1.150  -2.370  2.510  0.368
H  2.432  -1.998  1.462  0.242
H  2.899  -1.180  3.728  0.215
H  2.482  0.630  5.101  0.242
H  1.776  2.050  4.417  0.186
C  -7.588  -1.850  2.494  -1.452
C  -6.094  -1.718  2.530  0.938
C  -5.291  -2.755  2.999  -0.922
C  -3.912  -2.629  3.048  -0.270
C  -3.338  -1.442  2.618  -0.096
C  -4.113  -0.384  2.150  -0.424
C  -5.484  -0.533  2.105  -0.873
S  -1.610  -1.240  2.719  1.382
O  -0.997  -2.493  3.081  -0.759
O  -1.269  -0.079  3.487  -0.840
N  -1.158  -0.906  1.143  0.720
C  -0.888  -1.972  0.309  0.435
C  -1.362  -3.274  0.246  -0.970
C  -0.826  -4.079  -0.742  -0.775
C  0.175  -3.610  -1.598  -1.176
C  0.609  -2.315  -1.461  -0.508
N  0.045  -1.515  -0.542  1.026
H  -7.907  -2.861  2.739  0.361
H  -7.978  -1.593  1.509  0.365
H  -8.045  -1.167  3.212  0.338
H  -5.752  -3.674  3.336  0.358
H  -3.293  -3.432  3.423  0.547
H  -3.648  0.543  1.836  0.487
H  -6.098  0.283  1.745  0.436
H  -2.107  -3.635  0.939  0.592
H  -1.177  -5.098  -0.842  0.498
H  0.611  -4.252  -2.349  0.529
H  1.401  -1.891  -2.059  0.513
C  1.819  2.895  -2.756  -0.402
Si  0.778  3.066  -1.228  0.181
C  -0.440  4.467  -1.402  -1.280
C  1.854  3.448  0.255  -0.987
C  -0.372  1.477  -0.984  0.205
Si  -1.036  0.660  -2.636  0.538
C  0.383  -0.033  -3.644  -0.526
C  -1.822  2.073  -3.566  -1.265
C  -2.379  -0.574  -2.209  -1.022
H  2.332  3.852  -2.895  0.498
H  1.228  2.717  -3.653  0.295
H  2.580  2.120  -2.677  -0.215
H  0.117  5.398  -1.265  0.407
H  -1.224  4.448  -0.643  0.398
H  -0.910  4.508  -2.383  0.349
H  2.381  4.373  0.000  0.591
H  2.606  2.691  0.468  0.103
H  1.278  3.678  1.152  0.332
H  -1.282  1.882  -0.522  0.809
H  0.516  0.591  -4.529  0.524
H  0.186  -1.047  -3.995  0.531
H  1.332  -0.026  -3.107  -0.334
H  -1.097  2.750  -4.019  0.355
H  -2.520  2.656  -2.963  0.357
H  -2.395  1.619  -4.381  0.406
H  -2.618  -0.644  -1.147  0.097
H  -2.129  -1.574  -2.571  0.327
H  -3.294  -0.262  -2.717  0.574
C  5.339  -1.093  -0.242  -1.702
C  4.611  -0.068  -1.126  0.929
C  4.589  -0.555  -2.585  -1.557
C  5.299  1.301  -1.030  -1.539
C  3.227  0.047  -0.654  0.828
C  2.077  0.151  -0.263  0.660
H  6.362  -1.218  -0.599  0.458
H  4.848  -2.067  -0.280  0.344
H  5.387  -0.751  0.794  0.321
H  5.612  -0.632  -2.952  0.470
H  4.049  0.139  -3.230  0.261
H  4.127  -1.541  -2.664  0.328
H  6.336  1.202  -1.351  0.465
H  5.294  1.674  -0.005  0.359
H  4.814  2.036  -1.671  0.257

Results
- energy above the lowest of the compared OMol25 structures with the same formula, charge and spin (eV) = 0.000
- total charge = +2
- HOMO-LUMO gap (Eh) = 0.2258
- E_tot (eV) = -98557.5219

=====

The following is a DFT calculation (ωB97M-V/def2-TZVPD) of the molecule C3H5NO2.

Each line ends with the Mulliken charge.
Positions of all 11 atoms, in Å:
C  0.553  1.742  0.722  -0.472
C  1.132  0.097  0.138  0.003
O  0.503  0.057  1.255  -0.272
O  0.591  -0.645  -0.873  -0.262
C  -0.546  -1.398  -0.689  0.144
N  -0.932  -2.119  -1.645  -0.564
H  1.474  2.167  1.099  0.283
H  0.318  2.064  -0.295  0.300
H  -0.308  1.928  1.368  0.250
H  -1.004  -1.279  0.292  0.323
H  -1.780  -2.614  -1.373  0.267

Results
- energy above the lowest of the compared OMol25 structures with the same formula, charge and spin (eV) = 5.416
- HOMO-LUMO gap (Eh) = 0.3357
- E_tot (eV) = -8772.2790

=====

Look up the energy above the lowest of the compared OMol25 structures with the same formula, charge and spin of the third one. 0.000 eV